1.
DFT (wB97M-V/def2-TZVPD) results for 2 unconnected molecules or ions with the total composition C22H26N2O4S3.

The geometry in ORCA input format:
```
! RIJCOSX wB97M-V def2-TZVPD def2/J DEFGRID3
* xyz 0 1
C -2.626 4.265 0.421
C -2.602 4.162 1.745
C -1.374 3.664 2.503
C -0.541 2.663 1.706
C -1.087 1.435 1.326
C -2.522 1.111 1.718
O -2.609 -0.142 2.468
N -1.573 -0.212 3.384
O -1.550 -1.274 3.883
C -0.311 0.526 0.631
S -0.949 -1.078 0.135
C 1.013 0.790 0.284
C 1.524 2.016 0.659
C 0.769 2.962 1.350
C 1.435 4.286 1.679
C 2.534 4.164 2.780
S 3.227 2.373 0.249
C 3.479 1.339 -1.186
C 4.437 1.701 -2.100
C 4.672 0.907 -3.201
C 3.887 -0.222 -3.357
C 2.929 -0.574 -2.442
C 2.705 0.207 -1.322
N 1.722 -0.237 -0.394
H -3.523 4.665 -0.051
H -1.816 3.926 -0.220
H -3.482 4.398 2.346
H -1.669 3.124 3.419
H -0.776 4.510 2.845
H -3.178 0.963 0.855
H -2.949 1.866 2.379
H -2.173 -0.730 -0.325
H 1.927 4.650 0.765
H 0.734 5.071 1.968
H 3.501 4.054 2.272
H 2.401 3.238 3.353
H 2.601 5.043 3.427
H 5.027 2.603 -1.940
H 5.449 1.173 -3.911
H 4.075 -0.831 -4.241
H 2.377 -1.490 -2.639
H 2.074 -0.950 0.237
O 0.105 -4.251 -2.653
S -1.268 -4.672 -2.770
O -2.027 -4.457 -3.975
C -1.375 -6.397 -2.307
C -1.604 -6.371 -0.800
C -2.631 -5.259 -0.552
C -2.187 -4.037 -1.363
H -0.461 -6.911 -2.597
H -2.230 -6.827 -2.829
H -1.955 -7.335 -0.432
H -0.670 -6.133 -0.285
H -3.615 -5.590 -0.893
H -2.716 -5.017 0.507
H -3.035 -3.459 -1.722
H -1.518 -3.398 -0.789
*
```

Values from the calculation:
- HOMO level (eV) = -7.904
- E_tot (eV) = -66907.999
- structure (SMILES) = C=CCc1c(CON=O)c(S)c2c(c1CC)Sc1ccccc1N2.O=S1(=O)CCCC1
- max |F| (eV Å⁻¹) = 1.8



2.
DFT (wB97M-V/def2-TZVPD) results for C22H26N4O4S in the gas phase.

The geometry in ORCA input format:
```
! RIJCOSX wB97M-V def2-TZVPD def2/J DEFGRID3
* xyz 0 1
C -2.831 -3.859 -0.285
C -1.524 -3.146 -0.215
C -0.347 -3.805 0.136
C 0.857 -3.134 0.225
C 0.933 -1.768 -0.041
C 2.206 -1.048 0.101
N 2.923 -1.384 1.127
N 4.063 -0.767 1.404
C 4.748 -1.248 2.584
C 4.587 0.303 0.701
O 5.612 0.850 1.065
C 3.819 0.667 -0.492
C 4.295 1.685 -1.321
C 3.618 2.008 -2.474
C 2.473 1.296 -2.829
C 1.989 0.291 -2.022
C 2.635 -0.021 -0.819
C -0.239 -1.099 -0.382
C -1.433 -1.783 -0.470
S -2.863 -0.806 -0.923
O -2.413 0.516 -1.257
O -3.668 -1.469 -1.909
N -3.765 -0.898 0.489
C -3.199 -0.488 1.752
C -3.444 0.980 2.129
N -2.771 1.876 1.220
C -3.424 3.155 1.022
C -2.728 3.870 -0.138
O -1.362 4.074 0.140
C -0.729 2.834 0.352
C -1.370 2.087 1.522
H -3.380 -3.542 -1.167
H -2.685 -4.936 -0.302
H -3.438 -3.599 0.581
H -0.382 -4.865 0.343
H 1.757 -3.660 0.502
H 4.243 -0.897 3.485
H 5.763 -0.857 2.563
H 4.752 -2.336 2.577
H 5.202 2.192 -1.030
H 3.980 2.798 -3.114
H 1.962 1.532 -3.751
H 1.118 -0.269 -2.325
H -0.254 -0.035 -0.557
H -4.705 -0.568 0.329
H -2.128 -0.692 1.692
H -3.624 -1.126 2.536
H -3.128 1.130 3.178
H -4.519 1.172 2.073
H -4.472 2.989 0.765
H -3.371 3.787 1.928
H -3.161 4.858 -0.304
H -2.835 3.249 -1.038
H 0.323 3.050 0.552
H -0.828 2.215 -0.550
H -0.873 1.124 1.655
H -1.245 2.679 2.450
*
```

Values from the calculation:
- HOMO level (eV) = -8.503
- E_tot (eV) = -48221.001
- structure (SMILES) = Cc1ccc(-c2nn(C)c(=O)c3ccccc23)cc1S(=O)(=O)NCCN1CCOCC1
- max |F| (eV Å⁻¹) = 1.1
- relative energy (zero: lowest compared OMol25 entry of this formula, charge and spin) (kcal/mol) = 80.0



3.
DFT (wB97M-V/def2-TZVPD) results for C22H26N4O5 in the gas phase.

The geometry in ORCA input format:
```
! RIJCOSX wB97M-V def2-TZVPD def2/J DEFGRID3
* xyz 0 1
C -3.212 -0.632 -7.128
C -3.032 0.469 -6.093
O -2.555 -0.058 -4.851
C -1.243 -0.258 -4.736
O -0.437 -0.008 -5.593
C -0.896 -0.844 -3.380
C -0.309 -2.247 -3.578
C 0.186 -2.799 -2.244
C 1.172 -1.814 -1.622
N 0.519 -0.534 -1.432
C 0.796 0.295 -0.383
N 0.909 1.584 -0.636
C 1.200 2.432 0.367
C 1.342 3.810 0.113
C 1.702 4.650 1.132
C 1.921 4.163 2.430
C 1.770 2.832 2.712
C 1.399 1.947 1.686
N 1.147 0.647 1.955
C 0.837 -0.156 0.982
C 0.357 -1.539 1.407
C 1.470 -2.431 1.608
N 2.363 -3.132 1.746
C -0.426 -1.324 2.711
O -1.580 -1.001 2.726
O 0.344 -1.532 3.766
C -0.183 -1.206 5.047
C 0.169 0.253 5.385
O -0.342 0.685 6.616
C 0.318 0.166 7.747
C 0.132 0.063 -2.692
H -3.630 -0.211 -8.038
H -3.883 -1.399 -6.750
H -2.251 -1.084 -7.360
H -2.319 1.217 -6.455
H -3.984 0.945 -5.852
H -1.805 -0.899 -2.776
H -1.064 -2.910 -4.005
H 0.523 -2.180 -4.282
H 0.675 -3.762 -2.392
H -0.662 -2.946 -1.572
H 1.574 -2.194 -0.684
H 2.020 -1.680 -2.311
H 1.183 4.165 -0.892
H 1.824 5.706 0.940
H 2.207 4.852 3.211
H 1.927 2.437 3.703
H -0.327 -1.939 0.652
H -1.270 -1.337 5.052
H 0.287 -1.902 5.744
H -0.279 0.904 4.629
H 1.263 0.365 5.348
H 1.402 0.313 7.675
H 0.112 -0.900 7.891
H -0.066 0.720 8.601
H -0.294 1.046 -2.489
H 0.998 0.192 -3.355
*
```

Values from the calculation:
- HOMO level (eV) = -8.411
- E_tot (eV) = -39433.933
- structure (SMILES) = CCOC(=O)[C@H]1CCCN(c2nc3ccccc3nc2[C@@H](C#N)C(=O)OCCOC)C1
- max |F| (eV Å⁻¹) = 1.0
- relative energy (zero: lowest compared OMol25 entry of this formula, charge and spin) (kcal/mol) = 74.3



4.
DFT (wB97M-V/def2-TZVPD) results for C22H26N4O5S in the gas phase.

The geometry in ORCA input format:
```
! RIJCOSX wB97M-V def2-TZVPD def2/J DEFGRID3
* xyz 0 1
O 3.009 0.240 1.329
C 2.044 0.576 1.968
C 2.134 0.964 3.455
N 1.391 0.031 4.278
C 0.031 0.046 4.421
O -0.699 0.855 3.893
C -0.382 -1.124 5.286
C -1.369 -1.976 4.462
C -0.632 -2.595 3.314
C 0.522 -3.198 3.557
C 1.025 -3.247 4.967
C 0.928 -1.846 5.609
C 2.013 -0.984 4.994
O 3.200 -1.124 5.074
N 0.768 0.657 1.505
C 0.263 0.237 0.277
C 1.071 -0.242 -0.755
C 0.492 -0.658 -1.940
C -0.879 -0.590 -2.097
S -1.607 -1.101 -3.646
O -1.194 -2.432 -3.970
O -3.008 -0.807 -3.624
N -0.836 -0.127 -4.779
C -0.589 1.226 -4.580
N 0.517 1.656 -5.009
C 0.965 3.018 -4.924
C 0.487 3.810 -3.704
C -0.925 4.373 -3.864
C -1.898 3.373 -4.489
C -1.734 1.961 -3.923
C -1.692 -0.115 -1.084
C -1.123 0.297 0.104
H 1.735 1.972 3.604
H 3.180 0.915 3.765
H -0.886 -0.752 6.182
H -1.783 -2.756 5.106
H -2.186 -1.342 4.119
H -1.049 -2.518 2.323
H 1.114 -3.650 2.779
H 0.411 -3.940 5.550
H 2.060 -3.585 5.011
H 1.108 -1.935 6.682
H 0.061 0.979 2.165
H 2.138 -0.288 -0.618
H 1.100 -1.039 -2.744
H -0.081 -0.607 -5.248
H 0.688 3.540 -5.847
H 2.059 2.953 -4.908
H 1.180 4.635 -3.527
H 0.537 3.151 -2.834
H -0.891 5.267 -4.491
H -1.294 4.676 -2.881
H -1.751 3.334 -5.570
H -2.920 3.714 -4.313
H -2.638 1.378 -4.096
H -1.572 2.008 -2.843
H -2.757 -0.078 -1.248
H -1.743 0.666 0.908
*
```

Values from the calculation:
- HOMO level (eV) = -9.027
- E_tot (eV) = -50270.410
- structure (SMILES) = O=C(CN1C(=O)[C@H]2CC=CC[C@H]2C1=O)Nc1ccc(S(=O)(=O)NC2=NCCCCC2)cc1
- max |F| (eV Å⁻¹) = 1.3
- relative energy (zero: lowest compared OMol25 entry of this formula, charge and spin) (kcal/mol) = 31.6